The ion C7H4NO3 with charge -1, computed with the ωB97M-V functional and the def2-TZVPD basis.

Last columns: bonded neighbours and bond lengths (Å).
Cartesian coordinates (Å):
1 O 0.7229 1.7612 -1.6408  C11 1.198
2 O 0.2826 -1.4226 -0.2778  C5 1.403, C7 1.329
3 O -0.7007 0.2244 -2.5032  C11 1.225
4 N 3.3674 -0.5254 -1.7057  C10 1.158
5 C -0.9240 -1.2970 0.4267  O2 1.403, C8 1.368, H14 1.063
6 C 0.3547 1.2068 1.8226  C9 1.287, H12 1.169
7 C 0.9546 -0.4497 -0.8850  O2 1.329, C10 1.395, C11 1.667
8 C -1.4371 -0.2034 1.0677  C5 1.368, C9 1.454, H13 1.074
9 C -0.8730 1.0776 1.4594  C6 1.287, C8 1.454, H15 1.124
10 C 2.2615 -0.5510 -1.3636  N4 1.158, C7 1.395
11 C 0.1740 0.7077 -1.7952  O1 1.198, O3 1.225, C7 1.667
12 H 1.0476 0.2900 2.0377  C6 1.169
13 H -2.3230 -0.5714 1.5509  C8 1.074
14 H -1.3924 -2.2471 0.3438  C5 1.063
15 H -1.5151 2.0000 1.4626  C9 1.124

Results
HOMO (alpha / beta), eV: -4.4 / -3.7
Charge: -1
Molar mass, g mol⁻¹: 150.1
Electronic energy, hartree: -549.46350
Frontier orbital gap (alpha / beta), eV: 7.8 / 6.1
Energy above the lowest of the compared OMol25 structures with the same formula, charge and spin, kcal/mol: 89.64